# C38H105N9O11

A cluster of 10 separate species, C38H105N9O11 in total in a non-equilibrium geometry (wB97M-V/def2-TZVPD, the Open Molecules 2025 dataset).

Its spin multiplicity is 1. The total energy comes out at -77037.423 eV. The structure (SMILES) is COC[C@H](C)N.COC[C@H](C)N.COC[C@H](C)N.COC[C@H](C)N.COC[C@H](C)N.COC[C@H](C)N.COC[C@H](C)N.COC[C@H](C)N.COC[C@H](C)N.OCCO. Its largest force on an atom is 1.5 eV/Å.

```
163
Properties=species:S:1:pos:R:3:forces:R:3:lowdin_charge:R:1
C -1.557810 -0.508024 -5.796500 -0.198 -0.242 0.126 -0.059
C -0.424614 -1.525660 -5.950612 0.067 0.542 -0.457 -0.446
C -0.454829 -2.613240 -4.893058 -0.680 -0.497 -0.039 -0.211
O -0.454160 -2.123409 -3.568728 0.282 0.000 0.261 -0.190
C 0.749151 -1.449124 -3.250790 0.316 0.232 -0.064 -0.091
N -0.425842 -2.158331 -7.281286 -0.146 -0.174 0.595 0.040
H -2.541896 -0.965205 -5.948368 0.102 -0.183 -0.038 0.081
H -1.446551 0.265506 -6.556926 0.019 0.178 0.154 0.074
H -1.588406 -0.071184 -4.795790 0.135 0.116 -0.069 0.068
H 0.510050 -0.963109 -5.859526 0.124 -0.178 -0.050 0.120
H 0.316906 -3.371348 -5.075399 0.356 0.335 0.121 0.128
H -1.392602 -3.177726 -4.992097 -0.059 0.186 0.006 0.127
H 0.823950 -1.182441 -2.197570 -0.529 -0.262 0.119 0.071
H 0.823437 -0.511884 -3.807399 0.162 -0.006 -0.050 0.057
H 1.634602 -2.055323 -3.469318 -0.080 -0.077 -0.210 0.086
H -1.367234 -2.517702 -7.412529 0.086 -0.087 -0.322 0.070
H -0.266124 -1.467744 -8.003378 -0.053 0.044 -0.001 0.067
C -8.186660 2.099028 0.862420 0.133 0.600 -0.173 -0.064
C -6.739304 1.692450 0.612822 0.147 0.107 -0.585 -0.434
C -5.940407 1.638837 1.905837 -1.159 0.105 0.057 -0.233
O -4.576741 1.471858 1.615910 0.252 -0.272 -0.223 -0.202
C -3.756497 1.596146 2.742364 -0.069 0.855 0.988 -0.118
N -6.672934 0.458401 -0.185333 -0.219 -0.274 0.731 0.054
H -8.223230 3.191151 0.901524 -0.136 -0.051 0.291 0.077
H -8.615770 1.702859 1.783495 0.039 -0.162 -0.025 0.079
H -8.811900 1.828979 0.012607 0.037 -0.240 0.037 0.078
H -6.289586 2.484869 0.003545 0.065 -0.073 -0.026 0.135
H -6.356218 0.809825 2.498790 0.316 -0.068 0.136 0.121
H -6.143212 2.555863 2.477617 0.341 0.083 -0.020 0.132
H -2.705841 1.510959 2.475293 -0.050 -0.338 -0.228 0.074
H -4.016324 0.905494 3.555431 0.075 -0.331 -0.270 0.088
H -3.871917 2.591525 3.206920 -0.035 -0.031 -0.227 0.094
H -7.220128 -0.248778 0.309487 -0.314 0.145 -0.146 0.068
H -5.759037 0.052022 -0.041543 0.406 0.323 -0.395 0.008
C 3.545962 -2.831644 -1.177814 -0.622 -0.820 -1.057 -0.055
C 4.519230 -1.682819 -1.438012 -0.600 -0.481 0.890 -0.431
C 5.506869 -2.041533 -2.532408 -0.445 1.123 0.007 -0.244
O 6.183224 -3.214437 -2.197746 0.167 -0.302 -0.097 -0.174
C 7.337940 -3.422617 -2.981927 0.001 -0.130 -0.080 -0.106
N 3.865475 -0.435776 -1.775695 0.036 0.732 -0.317 0.068
H 2.655501 -2.627483 -0.582262 0.325 0.596 0.319 0.047
H 3.983783 -3.751651 -0.788213 0.286 0.202 0.134 0.070
H 3.091333 -3.138807 -2.131669 0.174 0.025 -0.048 0.076
H 5.069642 -1.545805 -0.496934 0.206 0.213 -0.171 0.128
H 6.170950 -1.177315 -2.684088 0.283 -0.184 0.247 0.128
H 4.935459 -2.087248 -3.477673 0.103 -0.576 -0.018 0.131
H 8.189638 -2.852256 -2.596801 -0.076 0.209 -0.124 0.088
H 7.135857 -3.163427 -4.025373 0.163 0.056 -0.030 0.087
H 7.618516 -4.475205 -2.947190 -0.194 -0.032 0.112 0.085
H 3.011902 -0.237719 -1.266797 0.099 -0.234 0.225 0.039
H 3.616564 -0.327279 -2.753417 0.172 -0.257 -0.077 0.051
C -0.779129 -3.878266 -0.133068 -0.832 -0.672 0.344 -0.050
C 0.258130 -3.423924 0.889348 -0.040 -0.349 -0.882 -0.431
C -0.378956 -3.219377 2.251747 -0.995 -0.153 0.003 -0.184
O -1.394696 -2.231003 2.117816 0.187 0.227 -0.072 -0.203
C -2.163436 -2.077837 3.269515 -0.196 0.800 0.566 -0.128
N 1.386768 -4.352022 0.899620 -0.062 0.648 -0.279 0.066
H -1.249945 -4.815394 0.197694 0.189 -0.063 -0.020 0.087
H -0.336225 -4.070203 -1.108388 0.192 0.146 0.040 0.078
H -1.623770 -3.198505 -0.241680 0.219 0.232 0.011 0.050
H 0.614016 -2.490623 0.439320 0.263 0.199 0.592 0.104
H 0.273228 -2.978799 3.100936 0.382 0.200 -0.322 0.116
H -0.878729 -4.166602 2.524893 0.152 -0.055 -0.003 0.130
H -1.578522 -1.686082 4.116514 0.244 -0.641 0.090 0.095
H -2.711784 -2.990531 3.524666 0.148 -0.065 0.196 0.092
H -2.887599 -1.265463 3.151817 -0.120 -0.220 -0.622 0.063
H 1.335352 -5.122365 1.549914 -0.127 0.091 0.142 0.071
H 2.230940 -3.824216 1.053757 0.319 -0.521 0.278 0.005
C 4.399053 1.477165 4.128115 0.136 -0.453 -0.912 -0.077
C 4.324197 2.989577 4.151784 0.039 0.654 1.114 -0.430
C 3.280642 3.554072 3.198036 0.314 -0.689 -0.579 -0.221
O 1.996716 3.212550 3.652188 -0.112 -0.237 0.243 -0.184
C 0.983700 3.506475 2.723829 0.008 0.534 -0.074 -0.108
N 4.146194 3.411037 5.548008 0.176 0.017 0.214 0.032
H 3.478798 1.024864 4.499197 0.077 0.022 0.238 0.080
H 5.276185 1.105477 4.654490 -0.189 0.121 0.424 0.076
H 4.532905 1.094091 3.107415 -0.158 0.218 -0.031 0.070
H 5.296414 3.414212 3.886194 -0.026 -0.141 -0.379 0.137
H 3.481897 3.047610 2.236594 -0.223 0.299 -0.121 0.118
H 3.370259 4.634351 3.033985 0.069 0.057 0.204 0.128
H 0.745754 4.579066 2.702179 0.182 -0.028 0.046 0.076
H 0.074018 2.993293 3.031451 0.055 -0.204 -0.088 0.086
H 1.294664 3.233542 1.710278 -0.215 -0.182 -0.012 0.073
H 3.242491 3.162201 5.928528 -0.103 -0.066 -0.230 0.067
H 4.262100 4.408956 5.665140 -0.040 0.026 -0.097 0.066
C -1.626953 -0.163190 -0.342658 0.209 0.007 0.459 -0.023
C -1.073847 1.237662 -0.118099 -0.229 0.142 0.000 -0.408
C 0.322378 1.393242 -0.714911 0.456 0.068 -0.135 -0.175
O 1.191869 0.319756 -0.370936 -0.144 -0.099 -0.284 -0.238
C 1.551898 0.236061 0.989449 0.179 -0.394 0.280 -0.082
N -1.971516 2.278727 -0.663758 0.222 -0.180 0.148 0.063
H -1.847046 -0.354473 -1.395934 0.154 0.047 -0.057 0.080
H -2.543070 -0.308310 0.234229 -0.041 0.062 -0.040 0.073
H -0.911608 -0.896063 0.022683 -0.106 -0.153 -0.168 0.058
H -0.976311 1.427302 0.954776 -0.165 -0.037 0.028 0.108
H 0.827908 2.325567 -0.434710 -0.427 0.185 0.106 0.115
H 0.243968 1.404086 -1.806966 0.048 -0.195 -0.001 0.121
H 0.745426 0.533788 1.661208 0.047 0.073 0.020 0.089
H 2.470654 0.782605 1.235542 -0.156 0.317 -0.183 0.090
H 1.771834 -0.813401 1.190379 -0.052 -0.011 0.016 0.064
H -2.458826 1.865793 -1.453256 0.010 0.173 -0.117 0.082
H -2.700103 2.463559 0.018329 -0.062 0.001 -0.036 0.058
C -5.885880 -4.103313 1.199635 1.055 0.254 0.778 -0.047
C -5.107946 -2.795021 1.096701 0.018 0.286 1.076 -0.411
C -4.931570 -2.323930 -0.332682 0.752 0.042 -0.137 -0.208
O -3.940916 -3.123155 -0.932241 -0.006 -0.767 0.259 -0.199
C -3.672513 -2.830512 -2.275995 -0.739 1.072 -0.155 -0.103
N -5.732487 -1.720584 1.904329 -0.615 -0.146 -0.133 0.051
H -5.305403 -4.852860 0.659915 -0.546 -0.012 -0.557 0.083
H -6.930712 -3.980002 0.931306 -0.014 -0.268 -0.238 0.081
H -5.785148 -4.460961 2.231099 -0.477 0.153 0.069 0.075
H -4.141030 -2.975262 1.581736 0.357 -0.189 -0.813 0.116
H -4.554057 -1.292846 -0.335231 -0.158 0.093 -0.032 0.097
H -5.860969 -2.375498 -0.913783 -0.114 0.105 0.140 0.137
H -4.586380 -2.846488 -2.891681 0.035 -0.507 0.060 0.092
H -2.924517 -3.523329 -2.642850 0.089 0.055 -0.018 0.087
H -3.352421 -1.781465 -2.374067 0.472 -0.213 -0.004 0.077
H -5.184544 -0.867516 1.893455 0.231 -0.086 -0.250 0.029
H -5.769757 -1.993789 2.880353 -0.102 -0.199 -0.065 0.077
C 3.774929 -2.329408 2.837374 0.049 0.602 0.440 -0.046
C 4.269217 -3.681195 3.300871 0.514 -0.479 -0.324 -0.434
C 3.383146 -4.257661 4.396340 -0.516 0.218 -0.405 -0.213
O 3.311507 -3.439277 5.539402 -0.185 0.076 0.160 -0.177
C 4.524839 -3.233189 6.216620 0.435 -0.388 0.085 -0.116
N 4.302815 -4.627227 2.164301 -0.142 0.077 0.456 0.047
H 2.694748 -2.310639 2.680910 0.009 -0.223 -0.202 0.061
H 4.290492 -1.986288 1.938116 -0.057 -0.126 -0.088 0.077
H 3.958984 -1.574981 3.608374 0.051 -0.058 -0.003 0.071
H 5.286381 -3.581073 3.704168 -0.055 0.198 0.072 0.127
H 3.646164 -5.297336 4.637262 0.318 0.094 0.162 0.127
H 2.359971 -4.288920 4.008381 0.024 -0.053 0.002 0.117
H 5.069792 -4.178256 6.354120 -0.051 0.005 -0.034 0.093
H 4.307336 -2.840199 7.207285 -0.137 0.109 -0.065 0.089
H 5.196870 -2.544066 5.694967 -0.103 0.085 -0.003 0.080
H 4.599439 -5.532473 2.515465 -0.005 -0.050 -0.156 0.074
H 5.013629 -4.328353 1.505720 -0.054 -0.006 -0.072 0.073
C -1.783332 5.683301 1.096068 -0.253 0.300 0.416 -0.062
C -1.457980 6.045919 -0.344087 0.707 -0.195 0.304 -0.430
C -0.860131 7.438720 -0.399208 -0.407 0.261 -0.691 -0.219
O -0.996665 7.917228 -1.738569 0.235 0.188 0.246 -0.198
C -0.197495 9.071059 -1.949702 -0.340 -0.417 0.136 -0.114
N -0.446944 5.092556 -0.832441 -0.254 -0.288 -0.284 0.041
H -2.307328 4.730956 1.191152 0.138 -0.086 -0.118 0.062
H -2.410176 6.437061 1.582516 -0.129 -0.001 -0.230 0.077
H -0.872288 5.651042 1.697858 0.062 -0.167 -0.182 0.060
H -2.347881 6.026560 -0.980609 -0.189 0.166 0.170 0.140
H 0.202597 7.411927 -0.136173 -0.001 -0.135 0.165 0.125
H -1.382774 8.133350 0.270575 0.007 -0.040 0.078 0.124
H -0.464902 9.468107 -2.925647 0.200 -0.020 -0.074 0.085
H 0.857001 8.785297 -1.891759 0.097 0.226 -0.158 0.087
H -0.398552 9.840845 -1.195959 -0.012 -0.008 0.033 0.084
H -0.869257 4.161535 -0.825944 0.045 0.031 0.105 0.020
H -0.278763 5.266648 -1.820587 0.084 0.217 0.069 0.070
C 2.142600 2.364810 -4.575406 0.208 0.646 0.125 -0.241
C 0.769022 2.158804 -5.165396 0.127 0.657 0.302 -0.258
O 0.776979 2.260270 -6.576861 -0.106 -0.340 -0.123 -0.055
O 2.919202 1.188452 -4.733992 -0.052 -0.449 -0.116 -0.066
H 2.085977 2.655033 -3.519111 -0.138 -0.352 0.076 0.114
H 2.593217 3.233928 -5.066713 0.088 -0.175 -0.178 0.125
H 0.136127 2.982889 -4.827225 -0.071 -0.093 0.037 0.127
H 0.346011 1.227275 -4.782667 -0.065 -0.075 -0.243 0.079
H 1.322332 1.554123 -6.938976 0.036 -0.054 0.086 0.084
H 3.790942 1.366825 -5.091902 -0.021 0.251 0.067 0.090
```
Forces are in eV/Å.